100
Properties=species:S:1:pos:R:3 method="wB97M-V/def2-TZVPD" e_tot_ha=-2756.57877 relative_energy_ev=0.000 multiplicity=5 total_charge=-1
Ir -0.8901 -0.8372 0.9521
C -0.1221 -4.7841 -2.2780
C -0.1236 -3.8320 -1.0727
C 0.2621 -4.6392 0.1500
C 0.6756 -2.6054 -1.2166
C 1.8244 -2.4463 -1.9922
C 2.1769 -1.1212 -1.8658
C 3.4228 -0.6048 -2.5364
C 3.4093 -0.8704 -4.0629
C 4.0142 0.7733 -2.2861
N 1.2889 -0.5076 -1.1368
N 0.3661 -1.4354 -0.6438
B 0.9571 1.0033 -0.9439
N -0.5945 1.2230 -1.2542
N -1.3256 1.4971 -0.1283
C -2.4196 2.1303 -0.5599
C -2.4745 2.0903 -1.9835
C -1.3012 1.5347 -2.3875
C -0.8243 1.4070 -3.8406
C -0.4638 -0.0295 -4.2602
C 0.2358 2.4943 -4.3163
C -3.5970 2.4175 0.3728
C -4.9077 1.7983 -0.1341
C -3.3033 2.0326 1.8087
N 1.0358 1.4038 0.5529
N 0.4905 0.6542 1.5488
C 0.6896 1.2640 2.6634
C 1.2195 2.5303 2.4442
C 1.4325 2.5766 1.0965
C 2.0941 3.7213 0.4186
C 1.3135 4.2178 -0.8647
C 3.5761 3.5202 0.0795
C 0.3996 0.6466 3.9506
C 1.7027 0.1531 4.6495
C -0.5435 1.5093 4.8566
H -0.6919 -5.6783 -2.0571
H 0.9161 -5.0091 -2.6090
H -0.6189 -4.2592 -3.1203
H -1.1096 -3.4420 -0.8977
H 1.2769 -5.0096 0.0583
H -0.5208 -5.3775 0.3231
H 0.2411 -3.9868 0.9801
H 2.4666 -3.1601 -2.4943
H 4.1282 -1.3660 -2.1196
H 2.7787 -0.1563 -4.5383
H 3.1086 -1.8628 -4.3617
H 4.4365 -0.7663 -4.4641
H 3.4492 1.6195 -2.7649
H 5.0531 0.7972 -2.7032
H 4.1073 0.8836 -1.1977
H 1.6925 1.6406 -1.5797
H -3.3341 2.3662 -2.5887
H -1.7685 1.6511 -4.3165
H 0.4732 -0.3610 -3.7985
H -0.1729 -0.0984 -5.3110
H -1.3311 -0.6418 -3.9032
H 1.2858 2.2335 -4.0760
H 0.1094 3.4018 -3.7910
H 0.3022 2.5472 -5.4446
H -3.7342 3.4930 0.3770
H -4.8874 0.7031 -0.0012
H -5.0563 2.0325 -1.1758
H -5.7984 2.2740 0.3089
H -3.2201 0.9630 2.0084
H -4.0748 2.4702 2.4852
H -2.3625 2.4515 2.1256
H 1.3870 3.2588 3.2114
H 2.0575 4.5454 1.1270
H 1.5207 3.4694 -1.6145
H 1.6859 5.2061 -1.1805
H 0.2263 4.3508 -0.7699
H 3.7052 2.9516 -0.8342
H 4.1438 3.0146 0.9150
H 4.1188 4.4513 -0.1118
H -0.1610 -0.2827 3.7232
H 2.1650 1.0287 5.1151
H 2.3725 -0.3670 3.9450
H 1.3189 -0.5669 5.4075
H 0.0480 2.3706 5.1889
H -0.7556 0.9411 5.8076
H -1.4369 1.9001 4.3546
O -1.2593 -4.3519 3.2682
C -1.6263 -3.2438 2.9026
O -0.7665 -2.2274 2.6962
C -3.1011 -2.9213 2.7764
C -4.0165 -3.4831 3.6761
C -5.3486 -3.1520 3.7818
C -5.8502 -2.2371 2.8304
C -5.0689 -1.8430 1.7527
C -3.7193 -2.2270 1.6956
S -2.9114 -1.7085 0.2345
H -3.6999 -4.2382 4.3819
H -6.0225 -3.5932 4.5199
H -6.8269 -1.7676 3.0558
H -5.4536 -1.1749 0.9722
F 5.0167 -2.5430 -0.4237
B 5.3235 -1.4517 0.4480
F 6.3214 -0.7085 -0.1987
F 5.6919 -1.8469 1.7203
F 4.0818 -0.7913 0.4934